Entry 1:
This record from OMol25 describes C30H27BMgN8PSbSe4 as an isolated structure. The level of theory is ωB97M-V/def2-TZVPD.

HOMO energy (spin up / spin down)	-5.10 / -4.98	eV
⟨S²⟩	0.762
Kohn-Sham gap (spin up / spin down)	7.43 / 6.07	eV
total energy	-326812.1590	eV

Geometry as ORCA input:
```
! wB97M-V def2-TZVPD RIJCOSX def2/J DEFGRID3
* xyz -1 2
Mg 0.423 -2.888 -0.782
C 0.203 0.849 -3.123
C 0.910 -0.139 -2.430
N 0.084 -1.062 -1.962
N -1.167 -0.689 -2.330
C -1.117 0.456 -3.034
B -2.297 -1.701 -2.048
N -2.417 -1.978 -0.529
C -3.535 -1.967 0.224
C -3.206 -2.376 1.497
C -1.830 -2.623 1.440
N -1.369 -2.380 0.223
N -1.897 -3.017 -2.788
C -2.271 -3.498 -3.989
C -1.500 -4.605 -4.275
C -0.641 -4.720 -3.177
N -0.880 -3.758 -2.298
N -3.666 -1.231 -2.538
C -4.753 -2.003 -2.784
C -5.847 -1.179 -2.879
C -5.324 0.108 -2.655
N -4.023 0.070 -2.434
H 0.594 1.731 -3.600
H 1.967 -0.211 -2.228
H -2.022 0.911 -3.394
H -4.483 -1.665 -0.191
H -3.862 -2.474 2.344
H -1.156 -2.974 2.207
H -3.050 -3.024 -4.560
H -1.554 -5.232 -5.147
H 0.134 -5.442 -2.975
H -4.675 -3.075 -2.844
H -6.866 -1.464 -3.077
H -5.840 1.055 -2.643
Se 2.345 -3.131 3.674
Sb 2.641 -3.966 1.399
Se 2.893 -2.213 -0.319
Se 4.660 -5.061 2.222
Se 0.761 -5.235 0.476
C 1.891 6.261 0.213
C 1.055 5.583 1.091
C 1.153 4.206 1.226
C 2.086 3.485 0.482
C 2.909 4.174 -0.405
C 2.821 5.554 -0.535
P 2.332 1.664 0.604
C 0.704 1.177 1.304
C -0.400 1.287 0.457
C -1.679 1.006 0.910
C -1.869 0.591 2.222
C -0.775 0.435 3.059
C 0.506 0.725 2.606
C 3.424 1.566 2.077
C 3.854 2.669 2.813
C 4.688 2.500 3.910
C 5.093 1.229 4.293
C 4.669 0.124 3.567
C 3.853 0.295 2.459
H 1.814 7.336 0.109
H 0.324 6.129 1.674
H 0.499 3.685 1.914
H 3.626 3.619 -0.999
H 3.473 6.075 -1.227
H -0.257 1.607 -0.569
H -2.521 1.096 0.233
H -2.865 0.364 2.580
H -0.911 0.080 4.073
H 1.348 0.598 3.274
H 3.542 3.668 2.534
H 5.017 3.366 4.471
H 5.736 1.099 5.155
H 4.959 -0.879 3.854
H 3.534 -0.574 1.896
*
```

***

Entry 2:
This record from OMol25 describes a 9-piece molecular cluster, H18O9 overall in a non-equilibrium geometry. The level of theory is ωB97M-V/def2-TZVPD.

HOMO energy	-10.27	eV
SMILES	O.O.O.O.O.O.O.O.O
Kohn-Sham gap	10.07	eV
total energy	-18717.0103	eV

Geometry as ORCA input:
```
! wB97M-V def2-TZVPD RIJCOSX def2/J DEFGRID3
* xyz 0 1
O -0.224 0.522 -0.452
H -0.881 1.222 -0.307
H 0.404 0.776 0.123
O -0.360 -1.425 0.518
H -1.076 -0.736 0.476
H 0.486 -1.067 0.723
O 2.940 -1.026 -3.281
H 3.551 -0.337 -3.563
H 2.107 -0.619 -3.223
O 4.082 -1.011 0.988
H 3.624 -0.439 1.676
H 3.887 -1.926 1.198
O 2.199 -1.956 -0.139
H 3.033 -2.419 -0.342
H 1.511 -2.507 -0.432
O -0.752 3.635 -0.835
H -0.229 2.881 -1.119
H -0.450 4.270 -1.565
O -4.427 -1.314 1.261
H -4.675 -1.307 0.382
H -4.201 -0.360 1.320
O -0.684 -0.131 4.964
H -0.101 -0.895 5.084
H -0.171 0.488 4.458
O -3.084 2.240 -2.771
H -2.513 1.511 -2.411
H -3.996 1.929 -2.732
*
```

***

Entry 3:
This record from OMol25 describes C5H9NO as an isolated structure in a non-equilibrium geometry. The level of theory is ωB97M-V/def2-TZVPD.

HOMO energy (spin up / spin down)	-8.11 / -8.11	eV
Kohn-Sham gap (spin up / spin down)	7.97 / 7.97	eV
total energy	-8863.9966	eV

Geometry as ORCA input:
```
! wB97M-V def2-TZVPD RIJCOSX def2/J DEFGRID3
* xyz 0 1
C 0.466 -1.478 -0.300
C 0.797 -0.261 0.499
O 1.869 0.531 -0.036
C -0.412 0.772 0.613
C -0.679 1.532 -0.693
C -1.596 0.008 0.963
N -1.862 -1.137 0.762
H -1.266 -2.135 0.136
H 0.954 -2.389 0.021
H 0.454 -1.335 -1.381
H 1.039 -0.563 1.531
H 2.532 -0.098 -0.357
H -0.181 1.486 1.406
H -1.505 2.241 -0.572
H -0.934 0.841 -1.505
H 0.225 2.078 -0.971
*
```

***

Entry 4:
This record from OMol25 describes a single C2HClN2O molecule in a non-equilibrium geometry. The level of theory is ωB97M-V/def2-TZVPD.

HOMO energy	-11.58	eV
SMILES	N#CNC(=O)Cl
Kohn-Sham gap	11.11	eV
total energy	-19638.0080	eV

Geometry as ORCA input:
```
! wB97M-V def2-TZVPD RIJCOSX def2/J DEFGRID3
* xyz 0 1
N -2.674 -0.404 0.138
C -1.542 -0.274 0.079
N -0.050 0.427 -0.046
C 0.969 -0.394 -0.099
O 1.162 -1.535 -0.177
Cl 2.476 0.716 0.111
H -0.342 1.463 -0.006
*
```

***

Entry 5:
This record from OMol25 describes a 2-piece molecular cluster, C7H17PS2 overall in a non-equilibrium geometry. The level of theory is ωB97M-V/def2-TZVPD.

HOMO energy (spin up / spin down)	-8.00 / -7.61	eV
Kohn-Sham gap (spin up / spin down)	7.08 / 7.52	eV
total energy	-38489.9325	eV

Geometry as ORCA input:
```
! wB97M-V def2-TZVPD RIJCOSX def2/J DEFGRID3
* xyz 0 1
C -3.939 0.981 0.628
C -0.412 -2.889 -0.953
C 4.096 1.977 -0.275
C -2.501 0.709 0.114
C 0.268 -1.615 -1.349
C -1.760 0.037 1.259
C 2.924 1.419 0.578
P 0.776 -0.674 0.153
S 2.045 -1.846 1.082
S 1.602 1.027 -0.611
H -4.235 0.170 1.116
H -3.837 1.774 1.217
H -4.674 1.204 -0.286
H 0.012 -3.408 -0.120
H -1.553 -2.730 -0.677
H -0.324 -3.729 -1.782
H 4.997 2.345 0.408
H 4.339 1.292 -0.929
H 3.834 2.823 -0.753
H -1.902 1.546 -0.084
H -2.630 0.132 -0.703
H -0.322 -0.921 -2.148
H 1.348 -1.689 -1.820
H -1.793 0.524 2.219
H -1.880 -1.116 1.147
H 2.456 2.221 1.373
H 3.066 0.436 1.198
*
```

***

Entry 6:
This record from OMol25 describes a 3-piece molecular cluster, C26H40FO5S overall in a non-equilibrium geometry. The level of theory is ωB97M-V/def2-TZVPD.

HOMO energy	-10.48	eV
Kohn-Sham gap	6.44	eV
total energy	-51370.9859	eV

Geometry as ORCA input:
```
! wB97M-V def2-TZVPD RIJCOSX def2/J DEFGRID3
* xyz 1 1
C 0.316 1.300 3.747
C 1.830 1.275 4.378
F 1.667 1.582 5.849
S 2.667 -0.439 4.251
C 2.035 -1.382 2.761
C 3.162 -1.720 1.620
C 3.069 -0.664 0.326
C 3.674 -1.106 -1.167
C 3.544 -0.071 -2.462
C 2.816 1.417 -2.370
C 2.236 1.856 -0.886
C 2.371 0.824 0.398
C 4.504 -0.007 4.095
C 5.054 0.971 5.296
O 5.166 0.621 6.597
C 5.540 2.501 4.830
C 4.483 3.719 5.141
C 4.844 5.251 4.679
C 6.277 5.487 3.901
C 7.385 4.284 3.591
C 7.009 2.724 4.064
H -0.473 1.886 4.424
H -0.159 0.238 3.564
H 0.387 1.951 2.748
H 2.502 2.131 3.892
H 1.638 -2.429 3.174
H 1.121 -0.894 2.211
H 2.856 -2.776 1.156
H 4.254 -1.856 2.021
H 4.197 -2.143 -1.312
H 3.940 -0.387 -3.521
H 2.686 2.159 -3.267
H 1.693 2.887 -0.731
H 1.947 1.157 1.449
H 4.645 0.514 3.045
H 5.085 -1.038 4.143
H 3.467 3.494 5.678
H 4.070 6.117 4.906
H 6.508 6.591 3.550
H 8.408 4.471 3.015
H 7.744 1.826 3.858
C -4.023 -0.665 -2.223
O -3.309 0.439 -2.769
C -3.308 1.569 -1.890
C -1.959 1.718 -1.182
O -1.746 0.660 -0.242
C -0.830 -0.315 -0.728
H -3.855 -1.534 -2.866
H -3.681 -0.906 -1.214
H -5.095 -0.444 -2.209
H -4.128 1.505 -1.164
H -3.479 2.454 -2.512
H -1.964 2.652 -0.611
H -1.138 1.771 -1.908
H 0.179 0.107 -0.761
H -1.115 -0.674 -1.720
H -0.832 -1.162 -0.036
C -6.934 -3.667 -6.894
O -7.002 -4.726 -5.946
C -5.795 -4.850 -5.186
C -5.968 -4.279 -3.776
O -6.108 -2.855 -3.807
C -7.456 -2.443 -3.610
H -7.928 -3.528 -7.326
H -6.622 -2.729 -6.427
H -6.239 -3.931 -7.697
H -4.953 -4.374 -5.703
H -5.579 -5.921 -5.108
H -5.064 -4.495 -3.197
H -6.817 -4.747 -3.264
H -7.756 -2.634 -2.575
H -8.137 -2.955 -4.294
H -7.518 -1.367 -3.798
*
```